C3H3Br2Cl as an isolated structure at a distorted geometry, computed with ωB97M-V with the def2-TZVPD basis set.

Values from the calculation:
Gap between HOMO and LUMO (eV): 9.3
HOMO (eV): -9.11
Energy (eV): -155764.87049

```
9
C3H3Br2Cl | OMol25 | ωB97M-V with the def2-TZVPD basis set
C 0.5128 0.1063 0.0308
C -0.5793 -0.9002 -0.1948
C 0.8004 -0.5187 -1.2832
Cl -0.5329 -2.5253 0.3804
Br 2.3796 -1.7135 -1.4852
Br 0.4720 0.5058 -2.8334
H 0.1745 1.1161 -0.0007
H 1.2822 -0.0214 0.9359
H -1.6048 -0.7240 -0.5673
```

What are the Mulliken partial charges on each atom? They are as follows, in elementary charge units: C -0.332; C -0.174; C -0.044; Cl -0.143; Br -0.082; Br -0.081; H 0.266; H 0.246; H 0.343

=====

C3H3Br2N2 as an isolated structure at a distorted geometry, computed with ωB97M-V with the def2-TZVPD basis set.

Values from the calculation:
Gap between HOMO and LUMO (eV): 9.0
Net charge: +1
HOMO (eV): -15.15
Energy (eV): -146215.85292

```
10
C3H3Br2N2 | OMol25 | ωB97M-V with the def2-TZVPD basis set
C 0.4361 0.7721 -0.8267
C -1.3319 0.2922 0.3995
C 0.6864 -0.5680 -0.0335
N -0.8748 1.1566 -0.4415
N -0.4640 -0.7262 0.6430
Br 1.9183 1.6677 0.1663
Br 2.0763 -1.8215 0.0293
H 0.4570 0.6306 -1.8537
H -2.3489 0.1594 0.7132
H -0.5546 -1.5629 1.2041
```

What are the Mulliken partial charges on each atom? They are as follows, in elementary charge units: C 0.211; C -0.066; C -0.033; N -0.368; N 0.002; Br 0.034; Br 0.098; H 0.464; H 0.393; H 0.265

=====

C3H3Br3N2O2S2 as an isolated structure at a distorted geometry, computed with ωB97M-V with the def2-TZVPD basis set.

Values from the calculation:
Gap between HOMO and LUMO (eV): 9.0
HOMO (eV): -9.09
Energy (eV): -242029.02321

```
15
C3H3Br3N2O2S2 | OMol25 | ωB97M-V with the def2-TZVPD basis set
C -1.7780 -0.8501 -0.4626
C -2.5436 0.3327 0.0302
C 2.4717 -0.3978 -0.2437
N -0.5373 -0.7048 -0.6715
N -0.0064 0.5236 -0.5433
O 0.7429 -0.0664 1.8594
O 1.6048 1.9244 0.7335
S -1.3070 1.6968 -0.1858
S 1.1858 0.5593 0.6215
Br 3.9333 0.0082 0.9116
Br 2.7859 0.3071 -1.9655
Br 2.0570 -2.2788 -0.1876
H -2.3029 -1.8670 -0.4915
H -3.4052 0.5095 -0.4397
H -2.9011 0.3033 1.0350
```

What are the Mulliken partial charges on each atom? They are as follows, in elementary charge units: C -0.099; C -0.654; C -0.244; N -0.413; N 0.191; O -0.536; O -0.573; S -0.100; S 1.133; Br 0.043; Br 0.087; Br 0.069; H 0.322; H 0.458; H 0.314

=====

A 2-piece molecular cluster, C3H3Br4P overall at a distorted geometry, computed with ωB97M-V with the def2-TZVPD basis set.

Values from the calculation:
Gap between HOMO and LUMO (spin up / spin down) (eV): 8.0 / 7.1
HOMO (spin up / spin down) (eV): -8.72 / -8.72
Energy (eV): -292615.46759

```
11
C3H3Br4P | OMol25 | ωB97M-V with the def2-TZVPD basis set
C -0.4649 1.6688 0.3603
C -0.7121 0.4007 0.2539
C 1.6483 -0.7988 -0.1948
P -2.0810 -0.6648 0.0215
Br -1.7708 3.0797 0.4923
Br 2.7570 0.6606 -0.2345
Br -1.4287 -2.3454 1.3271
Br -1.5282 -1.4347 -1.9951
H 0.5469 2.0622 0.3932
H 1.3982 -1.2539 -1.1376
H 1.6354 -1.3743 0.7138
```

What are the Mulliken partial charges on each atom? They are as follows, in elementary charge units: C -0.329; C 0.440; C -0.601; P 0.118; Br -0.157; Br -0.051; Br -0.158; Br -0.148; H 0.118; H 0.383; H 0.385

=====

A 2-piece molecular cluster, C3H3BrCl2 overall at a distorted geometry, computed with ωB97M-V with the def2-TZVPD basis set.

Values from the calculation:
Gap between HOMO and LUMO (eV): 10.8
HOMO (eV): -10.07
Energy (eV): -98244.31731
SMILES string: ClC1(Br)C=C1.Cl

```
9
C3H3BrCl2 | OMol25 | ωB97M-V with the def2-TZVPD basis set
C -1.2132 0.9417 -0.6324
C -0.7187 0.4878 0.4917
C -1.6620 -0.3624 -0.2385
Cl 2.8328 -2.3490 0.6025
Cl -1.0513 -1.8727 -1.0732
Br -3.4148 -0.6753 0.3500
H -1.3409 1.7635 -1.2946
H 3.8253 -1.7737 -0.0467
H -0.1005 0.7369 1.2282
```

What are the Mulliken partial charges on each atom? They are as follows, in elementary charge units: C -0.338; C -0.503; C 0.400; Cl -0.246; Cl -0.218; Br -0.112; H 0.345; H 0.247; H 0.425

=====

C3H3BrCl2 as an isolated structure at a distorted geometry, computed with ωB97M-V with the def2-TZVPD basis set.

Values from the calculation:
Gap between HOMO and LUMO (eV): 8.8
HOMO (eV): -8.27
Energy (eV): -98244.15263

```
9
C3H3BrCl2 | OMol25 | ωB97M-V with the def2-TZVPD basis set
C 0.5660 0.5528 -0.5160
C 0.6890 -0.1655 0.7928
C -0.8189 -0.0733 -0.4760
Cl 1.1615 -1.7462 0.9635
Cl -1.4680 -1.5417 -1.0117
Br -2.2706 1.0203 0.3068
H 0.7086 1.6851 -0.5837
H 1.2557 0.1159 -1.1908
H 0.1766 0.1526 1.7152
```

What are the Mulliken partial charges on each atom? They are as follows, in elementary charge units: C -0.205; C -0.295; C -0.016; Cl -0.120; Cl -0.107; Br -0.129; H 0.250; H 0.260; H 0.361

=====

A 2-piece molecular cluster, C3H3BrF2O overall at a distorted geometry, computed with ωB97M-V with the def2-TZVPD basis set.

Values from the calculation:
Gap between HOMO and LUMO (eV): 7.8
HOMO (eV): -8.24
Energy (eV): -80678.99669

```
10
C3H3BrF2O | OMol25 | ωB97M-V with the def2-TZVPD basis set
C -0.6244 -0.5529 -0.1177
C 0.7083 -1.5532 -1.3748
C -0.2362 1.3816 1.1230
O -0.5600 0.7260 -0.1204
F -0.4355 -1.1988 1.0489
F 0.2951 -2.8368 -1.4544
Br 0.9312 -0.7913 -3.0607
H 0.1223 0.6771 1.7712
H -0.8869 2.1731 1.4172
H 0.6861 1.9752 0.7677
```

What are the Mulliken partial charges on each atom? They are as follows, in elementary charge units: C 0.265; C 0.105; C -0.658; O -0.147; F -0.211; F -0.127; Br -0.081; H 0.350; H 0.266; H 0.237

=====

A 2-piece molecular cluster, C3H3BrF5N overall at a distorted geometry, computed with ωB97M-V with the def2-TZVPD basis set.

Values from the calculation:
Gap between HOMO and LUMO (spin up / spin down) (eV): 7.9 / 7.9
HOMO (spin up / spin down) (eV): -9.40 / -9.40
Energy (eV): -88277.86071

```
13
C3H3BrF5N | OMol25 | ωB97M-V with the def2-TZVPD basis set
C 1.0747 0.9187 -0.3711
C 0.2174 -1.4884 -0.4035
C -0.9866 0.3002 0.7838
N 0.0221 -0.1088 -0.0709
F 1.2343 -2.0128 0.2834
F 0.2894 -1.8238 -1.7197
F -0.7802 -2.2750 0.0547
F -1.8372 -0.5190 1.4399
F -0.7177 1.2710 1.6988
Br -2.5569 2.1884 -0.3648
H 1.5437 0.7501 -1.3476
H 0.6039 1.9061 -0.4072
H 1.8931 0.8932 0.4242
```

What are the Mulliken partial charges on each atom? They are as follows, in elementary charge units: C -0.833; C 0.717; C 0.268; N 0.262; F -0.248; F -0.237; F -0.254; F -0.144; F -0.120; Br -0.355; H 0.344; H 0.289; H 0.310

=====

One molecule with the formula C3H3BrO at a distorted geometry, computed with ωB97M-V with the def2-TZVPD basis set.

Values from the calculation:
Gap between HOMO and LUMO (eV): 9.5
HOMO (eV): -8.80
Energy (eV): -75245.41746
SMILES string: COC#CBr

```
8
C3H3BrO | OMol25 | ωB97M-V with the def2-TZVPD basis set
C -0.1316 -0.8838 0.3884
C 0.7713 -1.8061 0.3739
C -0.3330 1.2352 -0.2710
O -0.7938 0.2080 0.5500
Br 1.2386 -3.5015 0.1531
H 0.6151 1.6147 0.2555
H -1.0150 2.2201 -0.1071
H -0.3517 0.9135 -1.3428
```

What are the Mulliken partial charges on each atom? They are as follows, in elementary charge units: C 0.611; C -0.384; C -0.660; O -0.373; Br -0.031; H 0.301; H 0.204; H 0.333

=====

A 2-piece molecular cluster, C3H3BrO overall at a distorted geometry, computed with ωB97M-V with the def2-TZVPD basis set.

Values from the calculation:
Gap between HOMO and LUMO (eV): 10.0
HOMO (eV): -10.08
Energy (eV): -75244.76075

```
8
C3H3BrO | OMol25 | ωB97M-V with the def2-TZVPD basis set
C -0.5345 0.5236 1.0548
C -1.8560 0.8599 1.4625
C 0.6897 0.5140 0.6056
O -1.4240 -0.3494 1.7227
Br 0.8607 -0.9450 -2.4734
H 1.3222 -0.3571 0.6625
H -0.1464 -1.6379 -3.1636
H 1.0883 1.3918 0.1288
```

What are the Mulliken partial charges on each atom? They are as follows, in elementary charge units: C 0.845; C -0.291; C -0.968; O -0.178; Br -0.196; H 0.333; H 0.201; H 0.254

=====

Per-record relative energy (zero: lowest compared OMol25 entry of this formula, charge and spin), kJ/mol: 111.3; 0.0; 0.0; 289.3; 157.2; 173.1; 498.3; 173.7; 300.3; 363.7